Record 1
DFT (ωB97M-V with the def2-TZVPD basis set) results for C5H8O in the gas phase at a distorted geometry.

HOMO energy   -8.19 eV
HOMO-LUMO gap   9.21 eV
SMILES   O[C@H]1C[C@H]2C[C@H]21
Calculated total energy   -270.4080 a.u.

Cartesian coordinates (Å):
O -0.95 1.91 -0.12
C 1.35 0.02 -0.46
C -1.01 -0.60 -0.17
C -0.73 0.72 0.58
C 0.75 0.34 0.89
C 0.43 -1.05 -0.08
H -1.31 0.83 1.50
H -1.35 -0.50 -1.21
H -0.40 1.93 -0.91
H 0.80 -2.08 0.01
H 0.72 -0.69 1.41
H 1.01 0.58 -1.34
H 2.42 -0.18 -0.48
H -1.71 -1.24 0.38

Okay, here come the natural (NBO) numbers, in e, for every atom:
1. O -0.698
2. C -0.451
3. C -0.448
4. C 0.076
5. C -0.301
6. C -0.192
7. H 0.188
8. H 0.207
9. H 0.460
10. H 0.228
11. H 0.268
12. H 0.205
13. H 0.236
14. H 0.222

---

Record 2
DFT (ωB97M-V with the def2-TZVPD basis set) results for C6H17N2O2P in the gas phase at a distorted geometry.

HOMO energy   -8.64 eV
HOMO-LUMO gap   9.49 eV
SMILES   CCN(C)[P@](N)(=O)OC(C)C
Calculated total energy   -840.1860 a.u.

Cartesian coordinates (Å):
P -0.02 -1.00 0.38
O 0.86 -0.11 -0.79
O 0.00 -0.54 1.78
N -1.62 -0.92 -0.30
N 0.45 -2.66 0.20
C 1.73 1.62 0.72
C 3.24 0.04 -0.18
C 1.95 0.75 -0.46
C -2.60 1.24 0.63
C -2.64 -0.30 0.52
C -1.78 -0.72 -1.69
H -1.49 -1.58 -2.28
H 1.85 1.05 1.62
H 2.11 1.41 -1.30
H -3.66 1.33 0.89
H -2.39 1.79 -0.32
H -2.80 -0.37 -1.88
H 3.39 -0.83 -0.83
H -1.95 1.58 1.42
H -2.37 -0.82 1.38
H 1.17 -2.66 0.94
H -3.57 -0.78 0.17
H 3.28 -0.36 0.80
H -1.18 0.15 -1.98
H 0.94 -2.85 -0.68
H 0.77 2.25 0.60
H 2.35 2.50 0.68
H 3.99 0.78 -0.05

Okay, here come the natural (NBO) numbers, in e, for every atom:
1. P 2.364
2. O -0.813
3. O -1.094
4. N -0.777
5. N -1.144
6. C -0.642
7. C -0.640
8. C 0.098
9. C -0.650
10. C -0.212
11. C -0.415
12. H 0.197
13. H 0.232
14. H 0.180
15. H 0.214
16. H 0.209
17. H 0.200
18. H 0.215
19. H 0.229
20. H 0.225
21. H 0.387
22. H 0.188
23. H 0.202
24. H 0.192
25. H 0.395
26. H 0.217
27. H 0.217
28. H 0.226

---

Record 3
DFT (ωB97M-V with the def2-TZVPD basis set) results for a 3-piece molecular cluster, C24H48N5O4 overall at a distorted geometry.

HOMO energy (spin up / spin down)   -4.33 / -4.33 eV
HOMO-LUMO gap (spin up / spin down)   6.52 / 6.29 eV
2S+1   3
Total charge   -1
<S²>   2.0082
Calculated total energy   -1517.9500 a.u.

Cartesian coordinates (Å):
O 1.75 4.71 3.09
O 1.15 -6.29 -1.13
O 1.73 -4.11 -1.16
O 1.83 0.99 -2.68
N -1.85 -6.69 3.45
N -3.59 -6.44 5.09
N 0.89 5.10 2.21
N -1.46 -7.25 5.70
N 0.78 0.31 -3.01
C -0.19 2.56 -3.22
C -0.43 -6.48 3.17
C 0.12 2.91 1.31
C -1.58 0.63 -3.76
C -0.01 -2.03 -3.45
C 0.11 -4.74 1.43
C 1.47 -5.19 -0.60
C -0.43 5.37 2.87
C -1.19 4.07 3.13
C -0.10 -5.01 2.93
C 1.49 -5.15 0.94
C 2.34 3.83 0.67
C -0.20 6.10 4.19
C 1.16 -1.03 -3.56
C -1.29 6.32 2.01
C 1.61 -0.90 -5.01
C -0.14 1.16 -3.82
C 0.90 4.19 1.03
C 0.63 -0.12 -5.89
C 2.27 -1.65 -2.72
C 0.33 4.90 -0.21
C -1.27 3.17 1.89
C 0.33 1.25 -5.27
C -2.22 -6.83 4.78
H 2.82 3.23 1.44
H 0.82 -4.74 3.42
H -0.94 3.16 -3.74
H -0.69 7.16 1.65
H 2.59 -0.41 -5.05
H 0.59 4.34 -1.11
H -1.75 -0.24 -4.39
H -0.21 -7.00 2.25
H -0.92 -4.38 3.25
H -0.48 2.52 -2.16
H 0.22 -6.90 3.92
H 1.24 1.86 -5.32
H -1.76 5.84 1.16
H 0.37 7.01 4.04
H -2.19 4.31 3.48
H 1.98 -1.73 -1.68
H 0.76 3.09 -3.30
H 2.20 -4.38 1.22
H -4.18 -6.94 4.43
H 2.47 -2.66 -3.07
H 1.06 0.02 -6.88
H 3.21 -1.10 -2.79
H -0.29 -0.68 -6.03
H -0.02 -3.68 1.24
H -3.71 -5.46 4.84
H 1.80 -6.11 1.34
H -2.25 -7.40 2.86
H 0.74 5.90 -0.32
H -1.99 -7.20 6.56
H -2.10 6.73 2.61
H 0.68 2.29 2.02
H -2.28 1.39 -4.10
H -0.70 3.52 3.93
H 1.75 -1.90 -5.43
H 0.03 2.33 0.39
H 2.34 3.24 -0.25
H -1.16 6.37 4.62
H -1.85 0.37 -2.74
H -0.78 -1.89 -4.20
H 2.94 4.72 0.50
H -0.65 -5.26 0.86
H -1.93 3.61 1.14
H 0.36 -3.04 -3.57
H -0.43 1.77 -5.86
H 0.32 5.48 4.92
H -0.47 -1.97 -2.46
H -1.73 2.22 2.17
H -0.76 4.97 -0.22

Okay, here come the Mulliken numbers, in e, for every atom:
1. O -0.608
2. O -0.772
3. O -0.565
4. O -0.625
5. N -0.287
6. N -0.752
7. N 0.470
8. N -0.656
9. N 0.653
10. C -2.062
11. C -0.799
12. C -1.139
13. C -1.867
14. C -1.585
15. C -0.873
16. C 0.155
17. C 1.744
18. C -1.323
19. C -0.574
20. C -0.360
21. C -1.693
22. C -1.850
23. C 1.722
24. C -1.761
25. C -1.329
26. C 1.957
27. C 1.773
28. C -0.507
29. C -2.091
30. C -1.596
31. C -0.463
32. C -1.362
33. C 0.488
34. H 0.393
35. H 0.330
36. H 0.382
37. H 0.369
38. H 0.398
39. H 0.262
40. H 0.336
41. H 0.562
42. H 0.381
43. H 0.446
44. H 0.263
45. H 0.370
46. H 0.282
47. H 0.444
48. H 0.382
49. H 0.465
50. H 0.424
51. H 0.304
52. H 0.266
53. H 0.485
54. H 0.397
55. H 0.372
56. H 0.315
57. H 0.312
58. H 0.285
59. H 0.383
60. H 0.250
61. H 0.393
62. H 0.306
63. H 0.466
64. H 0.415
65. H 0.473
66. H 0.384
67. H 0.362
68. H 0.141
69. H 0.336
70. H 0.422
71. H 0.344
72. H 0.291
73. H 0.445
74. H 0.381
75. H 0.269
76. H 0.473
77. H 0.386
78. H 0.371
79. H 0.325
80. H 0.420
81. H 0.272